1.
{"formula": "CH3NO2S2", "method": "the ωB97M-V functional and the def2-TZVPD basis", "elements": ["S", "S", "O", "O", "N", "C", "H", "H", "H"], "xyz": [[-1.780, 1.165, 0.993], [2.599, 1.310, -0.436], [-0.325, -2.447, -0.373], [-1.322, -1.855, 1.605], [-1.092, 0.140, 0.085], [-0.805, -2.098, 0.609], [2.547, 2.625, -0.900], [1.285, 1.046, -0.631], [-1.107, 0.113, -0.953]], "smiles": "O=C=O.N=S.S", "lumo_ev": [-1.6226, -1.6489], "charge": 0, "homo_energy_ha": [-0.33025, -0.33130], "e_above_lowest_kcal_mol": 22.9, "orbital_gap_ev": [7.36, 7.37]}

***

2.
{"formula": "CH2F2IP", "method": "the ωB97M-V functional and the def2-TZVPD basis", "elements": ["I", "P", "F", "F", "C", "H", "H"], "xyz": [[1.848, 2.521, 0.610], [-0.800, -0.021, 0.504], [-0.920, 2.466, 1.471], [-0.697, 2.621, -0.657], [-0.212, 2.060, 0.400], [0.078, -0.087, -0.578], [0.153, -0.225, 1.376]], "lumo_ev": [0.3819, -3.7322], "multiplicity": 3, "charge": 0, "homo_energy_ha": [-0.22133, -0.37830], "e_above_lowest_kcal_mol": 37.0, "orbital_gap_ev": [6.40, 6.56]}

***

3.
{"formula": "C2H6N2O", "method": "the ωB97M-V functional and the def2-TZVPD basis", "elements": ["O", "N", "N", "C", "C", "H", "H", "H", "H", "H", "H"], "xyz": [[2.614, -0.527, 1.946], [-2.795, 1.054, -3.736], [0.517, -0.781, 2.682], [-1.747, 0.434, -3.404], [1.633, -0.046, 2.493], [1.604, 1.005, 2.822], [-1.279, 1.013, -2.550], [-0.320, -0.295, 2.403], [-3.336, 0.613, -4.480], [-1.509, -0.646, -3.429], [0.639, -1.847, 2.647]], "smiles": "NC=O.C=N", "lumo_ev": 0.7100, "charge": 0, "homo_energy_ha": -0.36892, "e_above_lowest_kcal_mol": 54.4, "orbital_gap_ev": 10.75}

***

4.
{"formula": "C3H4BrClS", "method": "the ωB97M-V functional and the def2-TZVPD basis", "elements": ["Br", "Cl", "S", "C", "C", "C", "H", "H", "H", "H"], "xyz": [[-3.181, -0.566, 0.753], [-2.422, 1.903, -0.631], [0.126, -0.250, -0.862], [1.553, 0.450, 0.089], [-0.074, -1.899, -0.665], [-1.913, 0.781, 0.439], [1.696, 1.480, -0.190], [2.263, -0.372, 0.150], [0.788, -2.256, -0.138], [1.163, 0.730, 1.056]], "lumo_ev": -1.1255, "charge": 0, "homo_energy_ha": -0.32123, "e_above_lowest_kcal_mol": 94.9, "orbital_gap_ev": 7.62}

***

5.
{"formula": "C20H26N2O3", "method": "the ωB97M-V functional and the def2-TZVPD basis", "elements": ["O", "O", "O", "N", "N", "C", "C", "C", "C", "C", "C", "C", "C", "C", "C", "C", "C", "C", "C", "C", "C", "C", "C", "C", "C", "H", "H", "H", "H", "H", "H", "H", "H", "H", "H", "H", "H", "H", "H", "H", "H", "H", "H", "H", "H", "H", "H", "H", "H", "H", "H"], "xyz": [[1.624, 2.829, 1.445], [-1.505, -2.666, 1.732], [-2.623, 2.078, 0.822], [1.611, 1.967, -0.636], [4.086, -0.886, -0.743], [-2.358, -3.554, 1.052], [-4.817, 0.146, -1.298], [1.356, -0.538, 1.131], [-0.451, -2.135, 1.056], [1.035, 2.604, 0.407], [-1.273, 2.185, 1.209], [2.918, 1.358, -0.555], [0.990, -1.829, -0.839], [-2.097, 0.302, -0.779], [-0.078, -2.474, -0.239], [-3.940, -0.697, -1.965], [-2.975, 1.146, -0.108], [2.841, -0.149, -0.912], [1.712, -0.844, -0.180], [0.293, -1.172, 1.739], [-0.422, 2.975, 0.195], [-2.587, -0.610, -1.699], [4.564, -0.999, 0.617], [5.138, -0.467, -1.642], [-4.342, 1.060, -0.382], [1.263, -2.098, -1.849], [4.949, -0.053, 1.025], [3.274, 1.512, 0.464], [-1.836, -4.472, 0.761], [4.749, -0.404, -2.657], [2.612, -0.212, -1.987], [-1.285, 2.709, 2.166], [-3.149, -3.801, 1.758], [3.604, 1.859, -1.247], [-5.877, 0.088, -1.495], [3.762, -1.362, 1.254], [-4.310, -1.411, -2.684], [5.926, -1.221, -1.624], [-0.748, 2.742, -0.819], [-1.035, 0.329, -0.591], [1.077, 1.784, -1.470], [5.587, 0.501, -1.373], [5.373, -1.729, 0.632], [-0.613, -3.230, -0.792], [1.892, 0.216, 1.686], [0.010, -0.930, 2.752], [-0.841, 1.190, 1.371], [-0.555, 4.044, 0.366], [-5.010, 1.721, 0.147], [-2.797, -3.084, 0.166], [-1.889, -1.256, -2.213]], "smiles": "COc1ccc([C@@H](CNC(=O)CCOc2ccccc2)N(C)C)cc1", "lumo_ev": 0.6643, "charge": 0, "homo_energy_ha": -0.30702, "e_above_lowest_kcal_mol": 67.6, "orbital_gap_ev": 9.02}

***

6.
{"formula": "C4H9N2", "method": "the ωB97M-V functional and the def2-TZVPD basis", "elements": ["N", "N", "C", "C", "C", "C", "H", "H", "H", "H", "H", "H", "H", "H", "H"], "xyz": [[-1.964, -0.919, -0.054], [-1.497, 0.934, -0.645], [1.282, -0.734, -0.368], [-1.743, 0.257, 0.730], [2.130, 0.273, 0.317], [-0.741, -0.184, -0.159], [-1.797, 0.705, 1.733], [2.179, 1.195, -0.315], [1.635, 0.519, 1.319], [-1.848, -1.784, 0.359], [1.210, -1.711, -0.002], [-1.097, 1.829, -0.644], [3.217, -0.196, 0.476], [1.161, -0.908, -1.412], [-2.127, 0.724, -1.336]], "lumo_ev": -3.4536, "charge": 1, "homo_energy_ha": -0.52805, "e_above_lowest_kcal_mol": 151.0, "orbital_gap_ev": 10.92}